1.
Molecular formula: C3H10N3
Method: DFT, wB97M-V/def2-TZVPD

Structure (ORCA input):
```
! wB97M-V def2-TZVPD RIJCOSX def2/J DEFGRID3
* xyz 1 1
C 0.9160 -0.1018 0.6252
C -1.8425 -0.7202 1.0695
C 0.3598 1.6175 -0.9593
N 1.3572 -0.4241 1.6410
N 0.7429 0.2355 -0.5607
N 1.1797 -0.5773 -1.6406
H -1.7602 -0.8250 2.1965
H -1.0025 -1.2335 0.6215
H -1.9653 0.3799 0.6821
H -0.7654 1.6419 -0.6773
H 0.7999 2.2644 -0.2727
H 0.7374 1.8133 -2.0302
H 1.3132 -0.9119 2.4757
H -2.6375 -1.4848 0.7273
H 2.0715 -1.0612 -1.5143
H 0.4957 -0.6125 -2.3837
*
```

Calculated values
calculated total energy	-284.182163	hartree
relative energy (zero: lowest compared OMol25 entry of this formula, charge and spin)	121.6	kcal/mol
largest force on an atom	0.0707	Eh/bohr

=====

2.
Molecular formula: H4N4
Method: DFT, wB97M-V/def2-TZVPD

Structure (ORCA input):
```
! wB97M-V def2-TZVPD RIJCOSX def2/J DEFGRID3
* xyz 0 3
N -1.1411 -1.0116 -0.5782
N 0.0855 -1.1800 0.3596
N -0.4868 0.9160 0.7791
N -0.6010 -0.1423 0.2078
H -0.5925 -1.2149 -1.3527
H 2.0582 0.8236 -0.1459
H -1.1964 1.6580 0.7830
H 1.8741 0.1512 -0.0525
*
```

Calculated values
calculated total energy	-221.043133	hartree
relative energy (zero: lowest compared OMol25 entry of this formula, charge and spin)	124.9	kcal/mol
largest force on an atom	0.1671	Eh/bohr

=====

3.
Molecular formula: C3H15NO3
Method: DFT, wB97M-V/def2-TZVPD

Structure (ORCA input):
```
! wB97M-V def2-TZVPD RIJCOSX def2/J DEFGRID3
* xyz 0 1
C 1.2962 -1.1869 1.3466
C 1.8540 -0.2275 0.1384
N 0.9455 0.3042 -0.9409
C 1.3837 0.8192 -2.3137
H 0.5665 -1.9103 0.9733
H 2.1036 -1.7491 1.8336
H 0.7240 -0.4947 2.1009
H 2.2715 0.6148 0.7641
H 2.7055 -0.7570 -0.3745
H 0.3351 -0.4968 -1.1286
H 0.4445 1.3248 -2.5521
H 1.6964 0.0019 -2.9863
H 2.1597 1.6214 -2.1449
H -2.1459 0.2528 1.0635
H -2.9806 0.4179 2.3410
O -2.8883 -0.0409 1.5017
H -1.7161 -1.2338 -0.2212
H -2.2880 -2.2920 -1.1934
O -1.7034 -1.4759 -1.2034
H -0.7383 2.3910 0.9274
H 0.1326 1.3222 0.3271
O -0.0448 1.8204 1.1803
*
```

Calculated values
calculated total energy	-403.715524	hartree
relative energy (zero: lowest compared OMol25 entry of this formula, charge and spin)	45.0	kcal/mol
largest force on an atom	0.0676	Eh/bohr
SMILES	CCNC.O.O.O

=====

4.
Molecular formula: C18H18ClN2NiOSe3Te
Method: DFT, wB97M-V/def2-TZVPD

Structure (ORCA input):
```
! wB97M-V def2-TZVPD RIJCOSX def2/J DEFGRID3
* xyz -1 3
Ni 2.4320 -2.1906 1.2746
Se 4.4378 -3.1365 2.2605
Se 3.4907 -5.2442 1.7160
Te 1.1276 -4.3243 2.0717
Se -0.3523 -5.1560 0.2851
C -2.5561 1.2766 -0.5957
N -2.0113 0.3814 0.4136
N -0.6979 0.6228 0.8113
C -0.0554 -0.5656 1.0547
O 1.1219 -0.6280 1.4505
C -1.0090 -1.5948 0.7758
C -2.1368 -0.9883 0.3470
C -3.3643 -1.6270 -0.1985
C -0.2969 1.9239 1.1862
C 1.0023 2.3393 0.9281
C 1.3804 3.6207 1.2990
C 0.4745 4.4800 1.9061
C -0.8192 4.0490 2.1623
C -1.2079 2.7644 1.8141
H -1.7416 1.6950 -1.1891
H -3.1313 2.0865 -0.1497
H -3.1968 0.7007 -1.2586
H -0.8180 -2.6558 0.8233
H -3.3039 -2.6990 -0.0220
H -3.4466 -1.4722 -1.2762
H -4.2669 -1.2385 0.2743
H 1.6990 1.6640 0.4525
H 2.3932 3.9447 1.0996
H 0.7785 5.4804 2.1847
H -1.5273 4.7077 2.6482
H -2.2031 2.4064 2.0376
Cl 3.6441 0.5438 -0.9378
C 2.1084 -0.0212 -1.5821
C 1.2823 0.9201 -2.1701
C 0.0637 0.5295 -2.7094
C -0.2851 -0.8179 -2.6404
C 0.5507 -1.7345 -2.0341
C 1.7887 -1.3790 -1.4615
C 2.6070 -2.3544 -0.7525
H 1.6084 1.9515 -2.2156
H -0.5785 1.2535 -3.1937
H -1.2229 -1.1595 -3.0639
H 0.2525 -2.7743 -1.9544
H 3.6818 -2.2046 -0.8807
H 2.3036 -3.3758 -0.9907
*
```

Calculated values
calculated total energy	-10322.386288	hartree
largest force on an atom	0.0068	Eh/bohr

=====

5.
Molecular formula: C37H30NO2PtS5
Method: DFT, wB97M-V/def2-TZVPD

Structure (ORCA input):
```
! wB97M-V def2-TZVPD RIJCOSX def2/J DEFGRID3
* xyz -1 1
Pt 0.1766 -1.0877 -0.6426
O 1.7117 -1.2292 -1.9994
C 2.5464 -0.1253 -1.8185
C 1.8177 1.1893 -2.2718
C 0.9032 1.9046 -1.3067
C 0.8954 3.2930 -1.2267
C -0.0398 3.9115 -0.4151
C -0.9570 3.1348 0.2722
C -0.9059 1.7508 0.1541
C -1.9659 0.8741 0.7604
C -1.4895 -0.1795 1.7970
O -0.4222 -0.8966 1.2920
C -2.6957 -1.0852 2.0898
C -3.6000 -0.8206 3.1130
C -4.7010 -1.6433 3.3183
C -4.9037 -2.7519 2.5102
C -3.9955 -3.0335 1.4977
C -2.9049 -2.2025 1.2875
C -1.0003 0.4601 3.1049
C -0.2117 -0.3294 3.9430
C 0.2949 0.1746 5.1273
C 0.0282 1.4878 5.5031
C -0.7563 2.2794 4.6831
C -1.2674 1.7650 3.4939
N 0.0392 1.1778 -0.6005
C 3.7337 -0.2990 -2.7784
C 5.0462 0.0197 -2.4516
C 6.0697 -0.1514 -3.3786
C 5.7933 -0.6435 -4.6432
C 4.4830 -0.9676 -4.9762
C 3.4651 -0.8007 -4.0518
C 3.0231 -0.0257 -0.3638
C 3.4103 1.1771 0.2201
C 3.8127 1.2305 1.5476
C 3.8480 0.0728 2.3110
C 3.4952 -1.1365 1.7304
C 3.0932 -1.1862 0.4035
H 1.1942 0.8588 -3.1096
H 2.5323 1.9118 -2.6707
H 1.6072 3.8668 -1.8059
H -0.0691 4.9912 -0.3353
H -1.7271 3.5894 0.8808
H -2.4147 0.3062 -0.0605
H -2.7567 1.5078 1.1670
H -3.4453 0.0324 3.7637
H -5.3956 -1.4173 4.1188
H -5.7592 -3.3975 2.6661
H -4.1406 -3.9063 0.8725
H -2.1837 -2.4325 0.5142
H 0.0113 -1.3415 3.6319
H 0.9078 -0.4559 5.7606
H 0.4348 1.8871 6.4243
H -0.9755 3.3035 4.9617
H -1.8869 2.4023 2.8771
H 5.2806 0.3963 -1.4644
H 7.0879 0.0946 -3.1011
H 6.5913 -0.7851 -5.3620
H 4.2543 -1.3635 -5.9586
H 2.4476 -1.0830 -4.2891
H 3.3847 2.0928 -0.3594
H 4.0855 2.1816 1.9890
H 4.1413 0.1156 3.3527
H 3.5184 -2.0473 2.3161
H 2.8119 -2.1254 -0.0551
C -3.7444 0.8309 -4.0458
S -4.1423 0.5838 -2.2993
C -3.9516 -1.1564 -2.1659
C -2.7894 -1.8475 -2.2473
S -1.2044 -1.2368 -2.6102
S -2.9764 -3.5822 -2.0864
C -4.6835 -3.6505 -1.8533
S -5.5283 -5.0470 -1.5893
S -5.4048 -2.0925 -1.9088
H -3.7065 1.9084 -4.2057
H -4.5077 0.3960 -4.6884
H -2.7672 0.4028 -4.2595
*
```

Calculated values
calculated total energy	-3743.494519	hartree
largest force on an atom	0.0240	Eh/bohr

=====

6.
Molecular formula: C12H13N5O3
Method: DFT, wB97M-V/def2-TZVPD

Structure (ORCA input):
```
! wB97M-V def2-TZVPD RIJCOSX def2/J DEFGRID3
* xyz 0 1
O 2.2227 2.2733 3.4115
O -1.6123 1.2114 -2.0372
N -0.6259 -2.9609 -3.5512
N 0.8178 -2.0134 -1.7169
O 0.4743 2.3858 1.9626
C 1.2924 1.7631 2.8238
C -0.7688 0.2880 -1.9464
C -1.7019 -2.5187 -4.1261
C 1.0368 -0.9421 -1.0220
C 1.6086 -0.6121 3.7484
C -0.2167 -1.9916 -2.6429
C -0.9892 -0.8833 -2.7570
C 1.0021 0.3429 2.9135
N 2.0230 -1.1530 -0.1053
N -1.9531 -1.2283 -3.6982
N 0.2667 0.2088 -1.0362
C -1.6048 1.8842 1.0082
C -0.1559 0.1308 1.9886
C 0.5712 1.3832 -0.1854
C -0.1858 1.4216 1.1814
H -2.3271 -3.0701 -4.7994
H 1.2878 -1.6683 3.6862
H 2.3677 -0.2601 4.4370
H 2.5181 -2.0211 -0.1648
H 2.4373 -0.4098 0.4992
H -2.6795 -0.6141 -4.0476
H -1.6443 2.8323 0.4655
H -2.0928 2.0326 1.9567
H -2.2369 1.1515 0.4600
H -1.0472 0.0509 2.6045
H -0.0483 -0.7298 1.3550
H 1.6403 1.3983 0.0508
H 0.3237 2.3180 -0.7165
*
```

Calculated values
calculated total energy	-964.604264	hartree
relative energy (zero: lowest compared OMol25 entry of this formula, charge and spin)	28.0	kcal/mol
largest force on an atom	0.0810	Eh/bohr
SMILES	C=C1C[C@](C)(Cn2c(N)nc3nc[nH]c3c2=O)OC1=O

=====

7.
Molecular formula: C4H8NO2
Method: DFT, wB97M-V/def2-TZVPD

Structure (ORCA input):
```
! wB97M-V def2-TZVPD RIJCOSX def2/J DEFGRID3
* xyz 0 2
O -1.3844 -0.4960 -1.8424
C -0.6175 0.0527 -0.9884
N 0.3681 0.9754 -1.1132
C 2.8727 0.0947 -0.3244
O 3.3722 1.1727 -0.3174
C -0.7911 -0.4629 0.4679
C -2.0516 0.1207 1.1474
H 0.9716 0.7679 -1.9309
H 2.8561 -0.6306 -1.1743
H 2.2385 -0.1776 0.5305
H -0.8678 -1.5775 0.5210
H 0.1083 -0.3993 1.0639
H -1.7711 0.9004 1.8410
H -2.5350 -0.7106 1.7879
H -2.7690 0.3702 0.3315
*
```

Calculated values
calculated total energy	-362.317278	hartree
relative energy (zero: lowest compared OMol25 entry of this formula, charge and spin)	47.7	kcal/mol
largest force on an atom	0.0888	Eh/bohr

=====

8.
Molecular formula: C3H9NO
Method: DFT, wB97M-V/def2-TZVPD

Structure (ORCA input):
```
! wB97M-V def2-TZVPD RIJCOSX def2/J DEFGRID3
* xyz 0 1
C 2.6505 -1.2834 -0.0597
N 2.5716 -0.1451 0.4946
H 1.9697 -2.0788 0.2404
H 3.3639 -1.5285 -0.8562
H 3.4865 0.2874 0.6187
H 0.4890 0.8826 -0.4953
C -1.1607 0.1462 0.1674
O -0.2348 0.3952 -0.8941
C -2.5038 0.7855 -0.1139
H -1.2636 -0.9255 0.3333
H -0.7669 0.6268 1.0663
H -2.9869 0.4140 -1.0189
H -3.1945 0.5533 0.7034
H -2.4201 1.8703 -0.1860
*
```

Calculated values
calculated total energy	-249.631175	hartree
relative energy (zero: lowest compared OMol25 entry of this formula, charge and spin)	51.8	kcal/mol
largest force on an atom	0.0418	Eh/bohr
SMILES	C=N.CCO